(1)
The following is a DFT calculation (ωB97M-V/def2-TZVPD) of a single C3H6N2O molecule at a distorted geometry.

Geometry as ORCA input:
```
! RIJCOSX wB97M-V def2-TZVPD def2/J DEFGRID3
* xyz 0 1
C -0.6709 -0.5220 0.2403
C 1.2921 0.7179 0.3937
C 1.5283 -0.3222 -0.5360
H -3.5622 0.1266 -0.5640
H -0.3114 -1.2109 0.9783
H 1.1338 0.4265 1.5534
H 1.5307 1.8833 0.1063
H 1.9108 -1.2976 -0.1178
H 1.5000 -0.2359 -1.6857
N -1.9517 -0.4566 0.1538
N 0.2585 0.2828 -0.2720
O -2.6580 0.6082 -0.2502
*
```

Max |F| in eV/A: 8.98
Kohn-Sham gap in eV: 9.942
HOMO in eV: -8.977
Structure (SMILES): O/N=C\N1CC1
Relative energy (zero: lowest compared OMol25 entry of this formula, charge and spin) in kJ/mol: 642.18

---

(2)
The following is a DFT calculation (ωB97M-V/def2-TZVPD) of a single C3H6N2O2 molecule.

Geometry as ORCA input:
```
! RIJCOSX wB97M-V def2-TZVPD def2/J DEFGRID3
* xyz 0 1
N -1.4542 0.3940 -0.7104
C -1.4475 -0.0830 0.5594
O -2.3929 -0.0136 1.3234
C -0.1181 -0.7086 0.9871
O 0.9210 0.2798 1.0071
C 1.6282 0.4690 -0.1062
N 1.4266 -0.1521 -1.1951
H -2.3004 0.8228 -1.0514
H -0.6849 0.1940 -1.3378
H 0.1682 -1.5339 0.3271
H -0.2238 -1.0534 2.0143
H 2.3771 1.2438 0.0680
H 2.1041 0.1329 -1.8967
*
```

Max |F| in eV/A: 0.38
Kohn-Sham gap in eV: 10.654
HOMO in eV: -9.829
Structure (SMILES): [H]/N=C/OCC(N)=O
Relative energy (zero: lowest compared OMol25 entry of this formula, charge and spin) in kJ/mol: 119.89

---

(3)
The following is a DFT calculation (ωB97M-V/def2-TZVPD) of 2 unconnected molecules or ions with the total composition C3H6N2O2 at a distorted geometry.

Geometry as ORCA input:
```
! RIJCOSX wB97M-V def2-TZVPD def2/J DEFGRID3
* xyz 0 1
C -0.8206 0.3811 0.2767
C -2.1506 0.8190 -0.3299
C 3.0180 -2.2610 0.4101
O 2.0519 -1.9142 -0.0973
N 0.1242 1.4585 0.1798
N 1.2042 1.3208 -0.3426
O 3.9804 -2.6086 0.9169
H 1.4165 0.3651 -0.7202
H -0.4438 -0.5390 -0.2052
H -0.9574 0.1953 1.3469
H -2.0380 0.9965 -1.3971
H -2.4842 1.7393 0.1411
H -2.9007 0.0472 -0.1793
*
```

Max |F| in eV/A: 1.81
Kohn-Sham gap in eV: 9.255
HOMO in eV: -8.863
Structure (SMILES): [H]/N=N\CC.O=C=O
Relative energy (zero: lowest compared OMol25 entry of this formula, charge and spin) in kJ/mol: 212.71

---

(4)
The following is a DFT calculation (ωB97M-V/def2-TZVPD) of a single C3H6N2O2 molecule at a distorted geometry.

Geometry as ORCA input:
```
! RIJCOSX wB97M-V def2-TZVPD def2/J DEFGRID3
* xyz 0 1
C 0.5232 0.4152 -1.5326
C -0.8096 -0.4864 0.2901
C -0.6382 -0.1339 1.5740
N 1.2892 -0.0564 0.8444
O -1.9450 -0.5502 -0.4726
N 0.4416 -0.4866 -0.3878
O -0.8454 -0.1327 2.7530
H -2.7278 -0.5691 0.0910
H 1.7332 -0.8233 1.3440
H 1.3641 0.9506 0.9776
H 1.5265 0.3359 -1.9460
H 0.3067 1.4603 -1.2797
H -0.2183 0.0765 -2.2554
*
```

Max |F| in eV/A: 3.40
Kohn-Sham gap in eV: 7.965
HOMO in eV: -7.237
Structure (SMILES): CN(N)C(O)=C=O
Relative energy (zero: lowest compared OMol25 entry of this formula, charge and spin) in kJ/mol: 505.16

---

(5)
The following is a DFT calculation (ωB97M-V/def2-TZVPD) of a molecular structure, C3H6N2O2 at a distorted geometry.

Geometry as ORCA input:
```
! RIJCOSX wB97M-V def2-TZVPD def2/J DEFGRID3
* xyz 0 1
C -1.1728 0.8375 0.0891
N -0.2190 -0.1998 -0.2874
C 0.0998 -1.2784 0.3231
C 1.5101 0.4284 -0.1984
O -1.7131 -1.7141 0.0762
N 1.6853 1.6134 0.1346
O 0.8241 -2.1887 0.5200
H -1.6396 -2.4729 -0.5263
H 2.6168 2.0006 -0.0491
H 2.2418 -0.2834 -0.6029
H -0.6438 1.7865 0.1993
H -1.6721 0.5927 1.0248
H -1.9175 0.8782 -0.7029
*
```

Max |F| in eV/A: 7.75
Kohn-Sham gap in eV: 9.548
HOMO in eV: -9.027
Relative energy (zero: lowest compared OMol25 entry of this formula, charge and spin) in kJ/mol: 532.24

---

(6)
The following is a DFT calculation (ωB97M-V/def2-TZVPD) of a single C3H6N2O2 molecule at a distorted geometry.

Geometry as ORCA input:
```
! RIJCOSX wB97M-V def2-TZVPD def2/J DEFGRID3
* xyz 0 1
C 0.4733 -1.5434 0.1629
C 0.2775 0.8611 0.1531
C 1.4056 1.5926 0.2804
O 0.4888 -0.3083 0.8763
O -2.2348 -0.3054 -0.0939
N -1.7358 0.6606 -1.0317
N -0.6148 1.0806 -0.8531
H -3.1828 -0.3362 -0.2740
H 0.8421 -2.2948 0.8596
H -0.5422 -1.8058 -0.1458
H 1.1183 -1.4944 -0.7215
H 1.3991 2.6409 0.0276
H 2.3057 1.2525 0.7599
*
```

Max |F| in eV/A: 4.93
Kohn-Sham gap in eV: 9.067
HOMO in eV: -9.149
Structure (SMILES): C=C(/N=N\O)OC
Relative energy (zero: lowest compared OMol25 entry of this formula, charge and spin) in kJ/mol: 548.06